No. 1
19
Properties=species:S:1:pos:R:3:forces:R:3:mulliken_charge:R:1 method="wB97M-V/def2-TZVPD" total_charge=+2 molar_mass_g_mol=117.10
O 2.337000 -0.105842 -0.940474 -0.75 0.83 1.44 -0.557
O -0.108000 -1.326842 -0.493474 -1.11 1.91 -0.04 -0.318
O -0.195000 1.137158 -1.792474 0.12 -0.54 1.31 -0.313
O 0.568000 1.073158 0.967526 1.35 0.44 -0.89 -0.220
O -1.946000 0.738158 0.152526 0.37 1.40 -1.24 -0.351
O -0.847000 -1.142842 2.297526 -0.64 0.41 -1.18 -0.639
Be -0.308000 0.385158 -0.240474 0.27 -0.25 -0.05 0.236
H -2.366000 0.353158 0.914526 -0.43 -0.46 0.93 0.366
H -2.377000 1.624158 -0.019474 0.51 -1.22 0.36 0.397
H 0.326000 1.191158 1.865526 -1.53 -0.27 1.65 0.388
H -1.074000 -1.769842 1.566526 0.80 0.26 1.63 0.320
H -1.039000 1.443158 -2.074474 -1.64 1.24 -0.10 0.351
H -0.001000 -1.298842 2.740526 -0.34 -0.74 -0.30 0.321
H 1.448000 1.490158 1.015526 0.06 -0.21 -1.20 0.351
H 2.568000 -0.598842 -1.706474 0.81 -0.64 -0.94 0.294
H 0.397000 -2.000842 -0.077474 1.21 -0.71 0.91 0.365
H -0.470000 -1.721842 -1.272474 -0.60 -0.50 -1.05 0.343
H 0.022000 0.683158 -2.597474 1.39 -0.79 -0.75 0.366
H 3.065000 -0.152842 -0.305474 0.15 -0.15 -0.51 0.302


No. 2
67
Properties=species:S:1:pos:R:3:forces:R:3:mulliken_charge:R:1 method="wB97M-V/def2-TZVPD" total_charge=-1 molar_mass_g_mol=682.68
S -19.359795 13.598324 -24.753085 -1.69 -1.03 -0.18 1.153
S -17.486307 9.439988 -31.146269 0.29 1.68 1.19 1.124
S -21.283106 9.910959 -22.356037 0.81 -0.08 -0.21 1.284
S -22.502816 6.871089 -28.575312 1.97 -0.40 0.18 1.107
S -18.260771 4.689900 -25.191585 -1.67 0.32 0.99 1.095
O -22.342613 10.688915 -22.936025 0.58 -0.66 0.61 -0.612
O -18.965461 9.860798 -26.700198 -0.05 -0.05 -0.41 -0.536
O -21.008953 9.423886 -26.083670 0.82 0.20 -0.70 -0.613
O -22.687758 5.605780 -29.230208 -0.23 0.99 -0.09 -0.588
O -21.002658 6.853706 -27.945969 -1.15 0.02 0.61 -0.282
O -21.065894 10.361284 -20.801578 -0.12 -0.64 -0.71 -0.279
O -18.281292 12.426743 -24.822772 -0.23 0.17 -0.36 -0.212
O -17.711777 6.142135 -25.565831 1.00 -0.79 -0.22 -0.373
O -17.191594 3.769222 -24.938781 -0.53 0.88 -0.39 -0.579
O -18.897445 5.173234 -23.758275 0.62 -0.73 -1.09 -0.403
O -17.455484 8.029647 -30.953071 -0.48 0.52 -0.20 -0.526
O -20.649985 12.972882 -24.891397 1.27 0.47 0.15 -0.501
O -20.614258 11.155066 -27.337695 0.72 -0.99 -0.20 -0.740
O -21.282051 8.471140 -22.269508 -0.41 0.97 -0.16 -0.692
O -22.156914 8.040236 -29.644200 -1.55 -0.78 0.25 -0.417
O -18.602973 10.180896 -30.219621 0.90 -1.43 -0.38 -0.175
O -17.567307 10.028901 -32.449238 0.25 -0.60 0.51 -0.585
O -19.133046 14.373457 -23.557441 0.57 0.20 -0.87 -0.637
O -23.434929 7.296828 -27.593036 0.21 0.10 -0.51 -0.520
O -19.363067 4.311968 -26.045676 1.46 0.39 0.66 -0.503
O -16.198440 10.060370 -30.338667 -0.78 -0.84 -0.53 -0.402
N -20.201161 10.118264 -26.738518 -0.93 1.03 1.17 0.871
C -18.571489 7.158838 -25.033003 -1.33 -0.29 -0.13 0.402
C -19.005458 14.432096 -26.306265 -0.20 -0.27 0.71 -0.795
C -16.890470 12.691832 -24.596812 0.40 0.03 0.62 -0.582
C -21.479327 11.608858 -20.309682 -0.54 2.14 0.48 -0.049
C -21.175355 11.619723 -18.815651 -0.07 -0.81 -0.18 -1.268
C -20.073125 7.295166 -28.911859 0.46 -0.36 -0.82 -0.380
C -19.666729 10.411936 -22.990275 -0.54 -0.21 0.23 -0.267
C -20.797165 8.431523 -29.646149 1.08 -0.39 0.34 0.103
C -16.009603 12.106892 -25.692368 -0.98 0.48 0.57 -0.767
C -18.033875 11.348528 -29.594269 -0.85 0.33 -0.90 0.174
C -16.575554 11.042924 -29.377546 0.58 0.82 0.18 -0.041
C -19.023195 6.608025 -23.676583 0.01 -0.31 0.16 -0.099
H -18.378224 6.910900 -22.850893 0.01 0.15 -0.05 0.262
H -15.954694 11.909652 -29.612850 -0.15 0.14 0.13 0.299
H -19.115527 7.555155 -28.464771 -0.35 0.41 0.42 0.279
H -19.710887 15.255607 -26.388022 0.37 0.32 0.14 0.410
H -18.947961 9.812951 -22.433855 0.01 0.25 0.27 0.442
H -19.497466 10.220567 -24.048948 -0.67 -0.05 -0.11 -0.208
H -19.834409 6.452602 -29.572952 -0.27 0.13 -0.20 0.405
H -16.349993 11.077010 -25.795847 0.42 -0.08 -0.38 0.101
H -21.022696 12.480117 -20.798720 0.69 -0.44 -0.19 0.244
H -20.442695 8.476342 -30.674460 -0.22 0.19 0.01 0.229
H -20.109251 11.474314 -18.641603 0.03 0.11 0.00 0.296
H -14.988626 12.204118 -25.329070 0.15 -0.30 -0.22 0.399
H -19.240356 13.739327 -27.112886 0.07 -0.33 0.25 0.119
H -16.713878 13.756838 -24.428982 -0.11 0.02 -0.08 0.528
H -20.062540 6.814867 -23.435854 0.09 0.29 -0.13 0.243
H -16.366802 10.773364 -28.341724 0.01 -0.72 -0.23 0.103
H -21.517028 12.502756 -18.280073 -0.02 0.18 -0.29 0.389
H -20.685020 9.385074 -29.131821 -0.15 -0.02 -0.09 0.021
H -19.410904 7.241729 -25.724829 -0.10 0.27 0.17 -0.052
H -16.129197 12.675843 -26.613976 0.04 -0.21 -0.15 0.194
H -18.637047 11.542117 -28.707566 0.14 -0.15 0.15 -0.235
H -19.608103 11.479186 -22.798656 0.24 -0.02 0.10 0.102
H -17.946222 14.678062 -26.282523 -0.11 0.47 -0.22 0.337
H -18.076542 8.122205 -24.983140 0.31 -0.18 -0.11 0.050
H -18.159733 12.140813 -30.336661 0.06 0.21 0.20 0.287
H -21.689094 10.754261 -18.390440 0.05 0.05 0.17 0.299
H -16.647703 12.181025 -23.662123 -0.01 0.12 0.06 0.264
H -22.530784 11.864303 -20.480887 -0.19 -0.89 -0.01 0.300


No. 3
24
Properties=species:S:1:pos:R:3:forces:R:3:mulliken_charge:R:1 method="wB97M-V/def2-TZVPD" smiles="O=C=CNP(O)ON=O.c1ccccc1" molar_mass_g_mol=228.14
P 1.735945 -0.833871 -0.076650 0.25 0.22 0.31 0.276
O 1.139451 -1.649221 -1.330814 -0.07 -0.11 -0.57 -0.519
O 0.016414 3.835103 -0.477688 0.03 -0.30 -0.05 -0.413
O 3.742784 0.284241 0.982329 0.13 -0.26 -0.45 -0.410
O 3.427858 -1.105849 -0.567077 -0.77 -0.35 -0.39 -0.210
N 1.520940 0.665868 -0.815873 -0.63 -0.07 -0.24 -0.218
N 4.263044 -0.474829 0.198936 0.94 0.59 0.89 0.323
C -1.737761 0.891638 0.722665 -0.05 0.08 0.03 -0.399
C -2.508352 -0.809770 -0.784802 0.01 -0.05 -0.07 -0.422
C -1.219813 -1.410819 1.149378 -0.09 -0.07 0.05 -0.546
C 1.391702 1.839599 -0.032921 0.69 -0.66 0.39 -0.463
C 0.640959 2.864954 -0.290961 -0.42 0.93 -0.01 0.565
C -1.906525 -1.776870 0.004285 -0.10 -0.16 -0.05 -0.261
C -1.132399 -0.074622 1.506913 -0.05 -0.04 0.12 -0.373
C -2.421914 0.524840 -0.425233 -0.01 0.06 -0.07 -0.491
H 0.891662 0.617725 -1.608731 0.18 -0.04 -0.07 0.325
H -1.683400 1.931264 1.007357 0.01 0.11 0.02 0.529
H -0.601924 0.207037 2.404669 0.07 0.05 0.05 0.395
H -0.760934 -2.168279 1.767836 0.06 -0.04 0.06 0.380
H 1.103599 -2.596069 -1.189153 -0.08 -0.21 0.08 0.331
H -1.984213 -2.820726 -0.272554 0.01 -0.02 0.00 0.440
H -2.890541 1.279526 -1.039250 -0.06 0.08 -0.04 0.407
H -3.048748 -1.095442 -1.675913 -0.02 -0.03 -0.06 0.385
H 2.022174 1.874571 0.843243 -0.04 0.30 0.05 0.368


No. 4
23
Properties=species:S:1:pos:R:3:forces:R:3:mulliken_charge:R:1 method="wB97M-V/def2-TZVPD" total_charge=+1 molar_mass_g_mol=123.18
O 1.332169 1.218117 2.633475 -0.71 0.59 0.13 -0.587
O 1.419326 -3.543235 0.969566 0.14 0.21 -0.21 -0.651
N 0.039560 -1.098011 0.943741 -0.52 0.41 0.04 -0.580
N -1.839467 0.907779 -2.717480 0.52 -0.21 -0.14 -0.482
C -1.921711 0.965653 -1.298804 -0.31 -0.59 -0.05 -0.678
C 0.576132 0.889402 -0.601927 -0.57 -1.36 1.46 -0.371
C -0.668525 1.604156 -0.568296 0.50 1.54 -1.13 -0.275
C 0.712128 -0.540367 -0.205074 0.43 -0.42 -0.06 -0.543
H 0.374625 -0.802066 1.854487 0.08 0.52 -0.22 0.349
H -2.798499 1.567721 -1.076507 0.18 0.20 0.44 0.364
H 0.948489 -2.701464 1.106445 -0.06 -0.66 0.15 0.436
H -1.108481 0.325636 -3.102702 -0.11 -0.21 0.06 0.231
H -2.074486 -0.006512 -0.831077 -0.17 -0.21 -0.43 0.327
H 0.830941 1.952456 3.018644 0.10 -0.35 1.09 0.355
H 1.772404 -0.787623 -0.165684 0.16 0.05 0.31 0.477
H -0.567461 2.577224 -1.056885 0.38 0.16 0.32 0.435
H -0.970469 -1.088866 0.912864 0.05 -0.10 -0.03 0.171
H 1.551574 1.331915 -0.799534 -0.30 0.45 -0.73 0.450
H 1.346112 -4.058815 1.777084 -0.03 0.06 0.02 0.335
H 1.294888 1.584584 1.758369 0.68 -0.12 -1.10 0.241
H -0.933798 1.831428 0.476912 -0.06 -0.46 0.11 0.301
H 0.423182 -1.173423 -1.071900 -0.14 0.44 -0.31 0.429
H -1.812121 1.791187 -3.212043 -0.28 0.07 0.28 0.268


No. 5
60
Properties=species:S:1:pos:R:3:forces:R:3:mulliken_charge:R:1 method="wB97M-V/def2-TZVPD" smiles="CCCCC/C=C/CC(=O)N1CC[C@@H]2C[C@]2(C(=O)NCc2nc(C)no2)CC1" molar_mass_g_mol=388.51
O 1.147282 2.602387 -1.125970 -0.02 0.01 0.01 -0.716
O 2.308498 0.391742 3.766228 -0.01 0.02 -0.02 -0.739
O 0.295872 -2.685904 1.299526 0.02 -0.01 0.10 -0.060
N -0.524146 -3.770578 0.974709 -0.04 0.00 -0.06 -0.690
N 1.430323 -0.310554 1.810870 -0.05 0.07 -0.08 0.273
N -1.711399 -2.178711 2.026219 -0.01 0.00 0.02 -0.642
N 3.113014 1.573251 -0.708420 0.02 0.08 -0.04 0.287
C 4.740404 2.627340 0.827891 -0.01 -0.06 -0.03 -1.128
C 1.818683 1.584607 -1.133467 0.04 -0.02 -0.01 0.825
C -0.482396 -1.799078 1.916707 0.00 0.00 -0.13 0.807
C 3.721364 2.837618 -0.287868 0.00 -0.01 -0.01 -0.788
C 4.868478 0.866789 2.771146 0.02 -0.06 0.00 -0.875
C -1.690322 -3.416721 1.422662 0.02 0.01 0.03 0.909
C -2.897097 -4.268957 1.279835 0.01 0.01 0.01 -1.119
C 3.744631 0.437639 1.857937 -0.04 -0.01 0.02 1.592
C 2.450373 0.168976 2.576207 0.06 -0.09 0.07 -0.096
C -4.732178 -0.025780 -1.724410 0.00 0.00 0.00 -0.813
C -0.259089 0.239515 -1.547602 -0.04 -0.02 -0.10 -0.714
C 1.235828 0.279860 -1.674190 -0.01 -0.03 0.01 -0.770
C 4.135317 1.904211 1.999438 0.00 0.09 0.02 -0.065
C 0.112520 -0.502749 2.354997 0.03 -0.02 0.04 -0.824
C -2.446426 -0.942031 -1.147973 -0.02 -0.05 -0.14 -0.117
C 3.989052 0.417831 -0.748752 -0.09 -0.05 0.01 -1.296
C -5.533176 1.086914 -2.388203 0.00 0.00 -0.01 -0.319
C -3.226136 0.177748 -1.825446 0.02 0.03 0.06 -0.867
C 4.062746 -0.351426 0.591188 0.15 -0.09 -0.01 -1.278
C -0.949143 -0.858209 -1.262224 0.03 0.07 0.16 -0.457
C -7.037430 0.872120 -2.281925 0.00 0.00 0.00 -1.287
H 0.203987 -0.489995 3.441263 -0.02 0.02 0.01 0.495
H -7.351932 0.826351 -1.237208 0.00 0.00 0.00 0.318
H -7.594110 1.677287 -2.762483 0.00 0.00 0.00 0.382
H -7.332060 -0.066465 -2.756111 0.00 0.00 0.00 0.316
H 2.914581 3.488009 0.043010 0.00 -0.01 0.01 0.470
H 4.195954 3.321873 -1.148677 0.00 0.00 0.01 0.246
H -2.967748 1.141357 -1.375866 0.01 0.00 0.01 0.403
H 3.403424 -1.221822 0.554476 -0.06 0.04 -0.03 0.333
H 3.421684 2.485833 2.572648 0.00 0.00 0.00 0.421
H -5.263776 2.044579 -1.932682 0.00 0.00 0.00 0.319
H -3.650608 -3.740788 0.695362 -0.01 0.00 0.00 0.246
H 1.684180 -0.610263 -1.226788 -0.03 0.00 0.00 0.353
H -2.768479 -1.899634 -1.573013 0.01 -0.01 0.01 0.394
H -2.931122 0.239004 -2.878004 -0.01 0.01 0.00 0.360
H 5.064130 -0.780889 0.672968 -0.01 0.03 0.03 0.563
H -5.243546 1.158026 -3.441208 0.00 0.00 0.00 0.306
H 5.110030 3.602967 1.149554 0.00 0.02 -0.02 0.437
H 1.525770 -0.316119 0.810827 0.02 0.00 -0.01 -0.233
H 4.687298 0.794437 3.833151 -0.02 0.01 0.00 0.342
H -3.320942 -4.478772 2.261124 -0.01 0.00 0.00 0.302
H -0.761224 1.178939 -1.742762 0.01 0.01 0.00 0.363
H 3.684378 -0.256029 -1.547088 0.00 0.01 0.01 0.518
H -0.574787 0.296491 2.065997 -0.01 -0.02 0.03 0.213
H 4.979276 0.771135 -1.035696 0.01 0.00 0.01 0.456
H 1.513879 0.251066 -2.735181 0.02 0.01 0.00 0.506
H -5.001072 -0.986026 -2.179548 0.00 0.00 0.00 0.371
H -2.642469 -5.202643 0.785155 0.00 0.00 0.00 0.307
H 5.612096 2.079862 0.461380 0.01 0.02 0.01 0.370
H -5.019492 -0.097340 -0.669214 0.00 0.00 0.00 0.345
H 5.865198 0.604290 2.438015 -0.01 0.02 -0.02 0.241
H -2.720059 -0.988230 -0.087909 0.00 -0.01 0.00 0.097
H -0.407903 -1.784339 -1.074631 0.00 0.00 0.01 0.403


No. 6
15
Properties=species:S:1:pos:R:3:forces:R:3:mulliken_charge:R:1 method="wB97M-V/def2-TZVPD" smiles="N[C@@H]1C=C[C@H]2N[C@@H]12" molar_mass_g_mol=96.13
N 1.244529 1.261721 -1.276008 1.06 -2.92 4.18 -0.727
N 0.196781 -1.037632 1.560143 -0.98 0.80 1.02 -0.691
C 0.682852 0.271771 1.007594 0.49 -1.45 -1.13 -0.228
C -0.756980 0.125102 1.368638 -0.22 -0.67 -1.52 -0.134
C -1.503886 -0.127595 0.016398 0.20 -2.44 -0.68 -0.366
C -0.612670 -0.590475 -0.993845 -1.66 0.32 1.89 -0.620
C 0.776464 -0.056174 -0.484282 1.92 1.21 -3.01 0.291
H 1.185590 1.272685 -2.222558 0.46 -1.48 -3.87 0.214
H -0.210449 -1.697683 0.849134 1.67 0.79 0.61 0.412
H -1.305403 0.357424 2.279755 0.28 0.66 -0.41 0.393
H -0.816028 -1.422185 -1.912680 0.55 3.08 2.62 0.213
H 1.582758 0.899342 1.420180 -2.10 -1.55 -0.37 0.364
H 0.537149 1.899576 -1.162093 -2.27 2.12 1.54 0.243
H 1.627507 -0.818018 -0.573495 -1.18 1.12 -0.23 0.331
H -2.628214 -0.337856 0.123120 1.78 0.43 -0.65 0.305


No. 7
20
Properties=species:S:1:pos:R:3:forces:R:3:mulliken_charge:R:1 method="wB97M-V/def2-TZVPD" molar_mass_g_mol=205.31
S 2.576895 0.922936 2.829939 -0.25 0.09 -1.84 -0.158
S -2.832624 -1.089968 -4.186197 -1.52 -0.35 -2.80 -0.147
N 0.227463 -0.007272 2.435978 -0.61 -0.88 -1.15 -0.608
C 0.213701 0.121205 -0.243626 -3.38 -0.40 -2.35 0.333
C 1.928715 0.870057 1.195150 -1.13 -0.43 0.87 -0.330
C 0.802629 0.237047 4.870147 2.13 1.20 1.22 -0.912
C -0.591635 -0.307701 -3.929652 5.69 0.83 -0.27 -0.340
C -1.296674 -0.611117 -5.030409 -2.06 -2.69 0.82 -0.263
C 1.119088 0.209827 3.371249 -1.61 0.79 -0.52 0.666
C 0.658717 0.291288 1.065694 4.37 1.39 4.67 -0.380
C -2.441571 -0.659183 -2.640914 1.49 0.20 2.40 -0.113
C -0.370998 0.055157 -1.328402 0.93 -0.90 0.94 0.233
C -1.042005 -0.359482 -2.556904 -2.09 1.08 -0.82 -0.104
H 0.494024 -0.138817 -4.266032 -1.23 0.05 1.49 0.228
H 0.683292 1.363931 5.269954 0.17 -2.52 -1.12 0.243
H -0.112510 -0.309143 5.050086 -0.04 -0.13 0.20 0.308
H -3.222313 -0.669619 -1.772092 1.69 -0.05 -1.94 0.331
H 2.358115 1.395009 0.392500 1.07 0.26 -0.78 0.440
H -0.876943 -1.113942 -6.031768 -1.40 1.66 2.46 0.309
H 1.724633 -0.200214 5.505299 -2.21 0.80 -1.46 0.265


The records above yield largest force on an atom values of 2.3 2.3 1.4 2.1 0.2 5.2 6.5 eV Å⁻¹, respectively.
The records above yield HOMO-LUMO gap values of 0.436 0.291 0.312 0.232 0.369 0.355 0.301 Ha, respectively.
The records above yield energy values of -12867.988 -111556.947 -28898.001 -11456.731 -34398.840 -8290.418 -33639.338 eV, respectively.